Density functional theory data (wB97M-V/def2-TZVPD) for 12 unconnected molecules or ions with the total composition C3H30NO12S2.

Values from the calculation:
* HOMO-LUMO gap: 9.644 eV
* E_HOMO: -12.16 eV
* total energy: -51322.769 eV
* total charge: +1

Each line ends with the Löwdin charge.
CARTESIAN COORDINATES (ANGSTROEM)
N (0.76774, -0.90348, 1.37176)  0.198
C (0.06309, 0.40976, 1.07936)  -0.304
C (-0.65915, 0.36297, -0.24054)  -0.198
O (-1.09794, -0.67997, -0.65286)  0.074
C (0.84656, 1.63619, 1.36579)  -0.490
S (1.04152, 2.16695, 3.10502)  0.486
S (-0.74726, 1.76852, 4.03042)  0.329
H (1.64733, -1.01593, 0.85681)  0.108
H (1.15162, -0.95352, 2.33649)  0.131
H (0.16404, -1.63023, 1.01173)  0.079
H (-0.80566, 0.21998, 1.79524)  0.132
H (-0.64227, 1.24501, -0.87971)  0.088
H (1.88425, 1.73454, 1.03720)  0.075
H (0.36902, 2.48218, 0.85296)  0.073
H (-1.58843, 2.84004, 3.82575)  -0.155
H (0.19159, 1.75655, -2.81834)  0.031
H (1.80553, 2.02496, -2.78131)  0.073
O (0.92950, 2.28786, -2.49268)  -0.038
H (-1.90447, -3.22616, 2.32611)  0.072
H (-1.74674, -2.17493, 1.13379)  0.026
O (-1.47462, -2.42513, 2.02196)  -0.035
H (-2.84190, 0.80195, -3.12835)  0.068
H (-2.26758, 1.20606, -1.72049)  -0.007
O (-2.07411, 0.74608, -2.55773)  -0.072
H (1.00984, -3.27715, 0.44577)  0.014
H (1.77538, -4.06768, 1.53335)  0.068
O (1.84603, -3.34502, 0.90392)  -0.023
H (3.87423, -0.99289, 0.85833)  0.047
H (4.42901, 0.30831, 0.19437)  0.061
O (3.65695, -0.08964, 0.60456)  -0.044
H (-0.66319, 0.01189, -4.83698)  0.030
H (-0.69715, -0.62331, -3.40377)  0.014
O (-0.19951, -0.53410, -4.22970)  -0.039
H (-0.07726, 3.62910, -1.94046)  0.035
H (-0.53864, 4.86946, -1.29686)  0.070
O (-0.63166, 3.91813, -1.17578)  -0.071
H (0.53164, -1.09246, 4.86228)  0.061
H (-0.40218, -1.65472, 3.91565)  0.032
O (0.55658, -1.60737, 4.04021)  -0.064
H (-3.55729, 2.66698, -0.23957)  0.071
H (-2.10861, 3.27760, -0.43395)  0.032
O (-2.66082, 2.47426, -0.52784)  -0.063
H (-2.22831, -4.09038, -1.12291)  0.045
H (-0.76268, -4.44224, -1.51024)  0.045
O (-1.30912, -3.93684, -0.90648)  -0.046
H (1.22968, -0.20820, -2.60893)  -0.015
H (1.91788, -1.40733, -1.91342)  0.042
O (1.99754, -0.46669, -2.08991)  -0.045

Density functional theory data (wB97M-V/def2-TZVPD) for a molecular structure, BrHNO3S.

Values from the calculation:
* HOMO-LUMO gap: 8.356 eV
* E_HOMO: -4.98 eV
* ΔE to the lowest compared entry with this formula, charge and spin: 6.1 kcal per mole
* total energy: -88527.253 eV
* total charge: -1

Each line ends with the Löwdin charge.
CARTESIAN COORDINATES (ANGSTROEM)
N (0.66481, 0.07479, -0.06657)  -0.681
O (0.05909, -1.76469, -1.55811)  -0.405
O (-0.86488, -1.86172, 0.67612)  -0.386
O (1.49361, -2.35320, 0.31623)  -0.445
S (0.32172, -1.67322, -0.14117)  0.240
Br (2.43742, 0.24651, 0.22195)  0.598
H (0.28947, 0.36850, -1.07613)  0.078

Density functional theory data (wB97M-V/def2-TZVPD) for a single C6H13NO molecule.

Values from the calculation:
* HOMO-LUMO gap: 10.416 eV
* E_HOMO: -9.52 eV
* ΔE to the lowest compared entry with this formula, charge and spin: 7.7 kcal per mole
* total energy: -9970.841 eV
* SMILES string: CC[C@H](C)NC(C)=O

Each line ends with the Löwdin charge.
CARTESIAN COORDINATES (ANGSTROEM)
C (2.26607, -0.70067, 2.39798)  0.001
C (1.10904, 0.11849, 1.80651)  -0.536
N (0.81652, -0.24094, 0.50693)  0.071
C (-2.34041, -0.30216, -1.55507)  -0.112
C (-1.00334, -0.81885, -0.96201)  -0.200
C (-0.30829, 0.34476, -0.25879)  -0.382
C (0.15663, 1.44212, -1.19962)  -0.049
O (0.53620, 1.02871, 2.35045)  0.057
H (2.63128, -1.55998, 1.84750)  0.068
H (3.01315, -0.00333, 2.75302)  0.079
H (1.78023, -1.12635, 3.28754)  0.085
H (1.27126, -1.04079, 0.10118)  0.125
H (-2.24943, -0.02786, -2.60771)  0.067
H (-2.78462, 0.57903, -1.07560)  0.074
H (-3.19093, -0.98708, -1.48679)  0.065
H (-1.26314, -1.64209, -0.30482)  0.107
H (-0.37103, -1.14444, -1.78927)  0.109
H (-0.95298, 0.78973, 0.49597)  0.136
H (-0.62309, 1.91046, -1.79242)  0.072
H (0.94364, 1.08635, -1.86636)  0.081
H (0.56325, 2.29488, -0.64861)  0.083

Density functional theory data (wB97M-V/def2-TZVPD) for a single C2H4N4O2 molecule.

Values from the calculation:
* HOMO-LUMO gap: 10.389 eV
* E_HOMO: -10.54 eV
* ΔE to the lowest compared entry with this formula, charge and spin: 70.6 kcal per mole
* total energy: -12190.428 eV
* SMILES string: N#CC(N)(N)[N+](=O)[O-]

Each line ends with the Löwdin charge.
CARTESIAN COORDINATES (ANGSTROEM)
C (-0.42244, 1.56979, 0.10232)  -0.138
C (0.17221, 0.21473, 0.02082)  -0.533
N (-0.96300, 2.54000, 0.25839)  0.200
N (0.97091, -0.16328, 1.11333)  0.122
N (0.86141, 0.08515, -1.24197)  0.087
N (-1.14832, -0.65505, -0.08541)  -0.352
O (-1.62645, -0.89533, -1.15216)  0.099
O (-1.50786, -1.10725, 0.98793)  0.076
H (0.73811, 0.27446, 1.94296)  0.063
H (1.01878, -1.23424, 1.24204)  0.156
H (0.14957, -0.09173, -1.93985)  0.072
H (1.75709, -0.53725, -1.24841)  0.148

Density functional theory data (wB97M-V/def2-TZVPD) for a molecular structure, C20H18BrN4ReS.

Values from the calculation:
* HOMO-LUMO gap (alpha / beta): 5.631 / 6.024 eV
* E_HOMO (alpha / beta): -17.42 / -17.54 eV
* ΔE to the lowest compared entry with this formula, charge and spin: 16.9 kcal per mole
* total energy: -109972.876 eV
* 2S+1: 2
* expectation value of S²: 0.7919
* total charge: +3

Each line ends with the Löwdin charge.
CARTESIAN COORDINATES (ANGSTROEM)
Re (0.05501, 0.08163, -0.88624)  1.147
C (-1.56911, -3.87048, -1.48287)  0.004
C (-2.92899, -3.68869, -1.23785)  0.044
C (-3.38294, -2.45548, -0.79111)  0.054
C (-2.48507, -1.41944, -0.59959)  -0.183
N (-1.15090, -1.60600, -0.83966)  -0.105
C (-0.71835, -2.81310, -1.27751)  -0.095
C (-2.82639, -0.05951, -0.18427)  -0.178
C (-4.08685, 0.34814, 0.21395)  0.025
C (-4.30008, 1.67620, 0.57711)  0.017
C (-3.24906, 2.59231, 0.56089)  -0.018
C (-1.98043, 2.18499, 0.18942)  -0.096
C (-1.74450, 0.86409, -0.21987)  -0.291
H (-1.18240, -4.81617, -1.83488)  0.136
H (-3.63153, -4.49500, -1.40457)  0.144
H (-4.43698, -2.29506, -0.61800)  0.134
H (0.34193, -2.92232, -1.45941)  0.096
H (-4.90734, -0.35547, 0.26474)  0.129
H (-5.28518, 1.99107, 0.89436)  0.136
H (-3.42293, 3.61553, 0.86647)  0.131
H (-1.16532, 2.89769, 0.23680)  0.094
Br (2.36262, -0.66819, -2.12457)  0.930
C (2.20694, 1.21710, -2.40944)  -0.648
C (3.08936, 1.94711, -3.15259)  -0.025
C (2.77935, 3.29795, -3.33644)  0.048
C (1.62036, 3.81813, -2.77448)  0.026
C (0.80200, 2.99583, -2.02460)  -0.047
N (1.09647, 1.69589, -1.82363)  -0.163
H (3.98080, 1.50154, -3.57235)  0.139
H (3.44250, 3.91897, -3.92533)  0.149
H (1.35278, 4.85783, -2.90099)  0.142
H (-0.10518, 3.36216, -1.56615)  0.118
C (1.41005, -0.35996, 4.37641)  0.017
N (2.22195, -0.89477, 3.28455)  -0.096
C (3.34607, -1.65988, 3.44487)  0.029
C (3.80588, -1.97898, 2.20712)  0.013
N (2.94922, -1.39256, 1.31448)  0.100
C (1.98048, -0.73681, 1.97295)  -0.617
S (0.65256, 0.24862, 1.42536)  0.839
H (1.81346, -0.71079, 5.32100)  0.116
H (0.38069, -0.70184, 4.28399)  0.106
H (1.42803, 0.72882, 4.37238)  0.110
H (3.74138, -1.91549, 4.41382)  0.158
H (4.66070, -2.56226, 1.90992)  0.151
H (3.03891, -1.46337, 0.31584)  0.079

Density functional theory data (wB97M-V/def2-TZVPD) for 2 unconnected molecules or ions with the total composition C6H17NO.

Values from the calculation:
* HOMO-LUMO gap: 10.012 eV
* E_HOMO: -9.05 eV
* ΔE to the lowest compared entry with this formula, charge and spin: 25.6 kcal per mole
* total energy: -10034.474 eV
* SMILES string: CCCCCNC.O

Each line ends with the Löwdin charge.
CARTESIAN COORDINATES (ANGSTROEM)
C (-1.26604, 2.18650, -1.08935)  -0.106
C (-0.88137, 1.70775, 0.32083)  -0.231
C (0.63568, 1.30147, 0.39664)  -0.207
C (1.18169, 0.42743, -0.72198)  -0.221
C (0.44719, -0.87650, -1.00587)  -0.218
N (0.60161, -2.06856, -0.11505)  -0.118
C (1.34262, -1.88080, 1.16000)  -0.108
H (-2.11178, 1.61367, -1.48072)  0.070
H (-0.45179, 2.14152, -1.80055)  0.053
H (-1.66593, 3.20353, -1.12242)  0.065
H (-0.97180, 2.55550, 1.00078)  0.096
H (-1.45473, 0.87348, 0.71534)  0.073
H (1.21923, 2.21860, 0.46862)  0.108
H (0.66445, 0.75663, 1.33677)  0.088
H (2.19302, 0.12767, -0.43884)  0.096
H (1.24205, 1.01620, -1.63498)  0.098
H (0.49050, -1.20762, -2.03714)  0.112
H (-0.61224, -0.57505, -0.92403)  0.092
H (1.14688, -2.66360, -0.71830)  0.084
H (0.57908, -1.45511, 1.80918)  0.068
H (1.85907, -2.78569, 1.43344)  0.078
H (2.08858, -1.09205, 1.10455)  0.055
H (-2.76343, -2.09251, 1.48019)  0.031
H (-1.40624, -1.95238, 0.70312)  -0.005
O (-2.10631, -1.48006, 1.15978)  -0.055